(1)
2 unconnected molecules or ions with the total composition C7H11N2O3 at a distorted geometry. Source: OMol25; level of theory: ωB97M-V/def2-TZVPD.

Properties
- total charge = +1
- LUMO energy (spin up / spin down) (eV) = -5.53 / -5.53
- calculated total energy (Ha) = -608.1341
- Kohn-Sham gap (spin up / spin down) (eV) = 7.990 / 7.990
- HOMO energy (spin up / spin down) (Eh) = -0.4969 / -0.4969
- relative energy (zero: lowest compared OMol25 entry of this formula, charge and spin) (kJ/mol) = 452.8

Positions of all 23 atoms, in Å:
C -0.58 0.24 -1.94
C -0.93 0.35 -0.42
C 1.27 0.23 -0.06
C 0.89 -0.06 -2.32
C 1.07 -1.50 -2.86
C -2.67 0.68 1.35
C 2.25 0.38 2.60
N 0.11 0.41 0.42
N -2.15 0.46 -0.01
O -1.49 0.25 -2.71
O 1.77 0.00 -1.19
O 2.62 0.24 1.32
H 1.02 0.78 -3.10
H 1.75 -1.59 -3.61
H 0.23 -1.86 -3.36
H 1.37 -2.20 -1.99
H -3.37 1.48 1.21
H -3.06 -0.24 1.59
H -1.89 1.14 1.79
H 3.20 0.29 3.27
H 1.76 -0.41 3.03
H 1.79 1.39 2.65
H -2.76 0.33 -0.84

=====

(2)
A molecular structure, C7H11N2O3 at a distorted geometry. Source: OMol25; level of theory: ωB97M-V/def2-TZVPD.

Properties
- total charge = +1
- LUMO energy (eV) = -4.58
- calculated total energy (Ha) = -608.2194
- Kohn-Sham gap (eV) = 9.415
- HOMO energy (Eh) = -0.5144
- relative energy (zero: lowest compared OMol25 entry of this formula, charge and spin) (kJ/mol) = 229.0

Positions of all 23 atoms, in Å:
C -2.56 0.85 0.37
C -2.74 -1.39 -0.19
C -0.34 -1.50 -0.87
C -1.37 0.52 -0.38
C -0.62 1.56 -1.12
C 2.06 -0.67 0.75
C -0.15 0.24 1.23
N -3.31 -0.37 0.45
N -1.45 -0.84 -0.74
O -2.86 1.82 0.99
O -2.91 -2.56 -0.24
O 0.66 -0.83 0.92
H 0.39 -0.95 -1.31
H -0.45 -2.55 -0.71
H -0.40 2.24 -0.35
H -1.04 2.10 -1.97
H 0.25 0.99 -1.52
H 2.33 -1.37 -0.03
H 2.29 -1.19 1.64
H 2.50 0.33 0.63
H -0.87 -0.07 1.94
H 0.45 1.19 1.36
H -4.25 -0.44 0.88

=====

(3)
2 unconnected molecules or ions with the total composition C7H11N2OP at a distorted geometry. Source: OMol25; level of theory: ωB97M-V/def2-TZVPD.

Properties
- total charge = 0
- LUMO energy (spin up / spin down) (eV) = -0.09 / -0.04
- calculated total energy (Ha) = -799.3145
- Kohn-Sham gap (spin up / spin down) (eV) = 9.444 / 7.510
- HOMO energy (spin up / spin down) (Eh) = -0.3502 / -0.2774
- relative energy (zero: lowest compared OMol25 entry of this formula, charge and spin) (kJ/mol) = 485.9

Positions of all 22 atoms, in Å:
C -1.20 1.96 1.78
C 0.15 1.87 1.96
C -1.71 1.60 0.52
C 1.05 1.34 0.98
C -0.84 1.08 -0.44
C 0.54 0.89 -0.22
C 1.35 -0.02 -1.23
N 1.23 -2.05 1.71
N -1.11 -1.61 -1.18
O 1.07 -2.80 -1.91
P 0.53 -1.65 -1.12
H -1.79 2.31 2.54
H 0.49 2.04 2.97
H -2.75 1.66 0.15
H 2.00 1.17 1.25
H -1.21 0.89 -1.49
H 1.12 0.31 -2.28
H 2.44 0.05 -1.01
H 0.27 -2.20 1.85
H -1.64 -1.20 -0.42
H -1.67 -2.44 -1.36
H 1.55 -0.84 1.79

=====

(4)
2 unconnected molecules or ions with the total composition C7H11N2S at a distorted geometry. Source: OMol25; level of theory: ωB97M-V/def2-TZVPD.

Properties
- total charge = +1
- LUMO energy (spin up / spin down) (eV) = -5.52 / -4.69
- calculated total energy (Ha) = -780.5878
- Kohn-Sham gap (spin up / spin down) (eV) = 7.456 / 8.288
- HOMO energy (spin up / spin down) (Eh) = -0.4768 / -0.4768
- relative energy (zero: lowest compared OMol25 entry of this formula, charge and spin) (kJ/mol) = 504.4

Positions of all 21 atoms, in Å:
C 1.00 2.59 -0.83
C 1.70 3.37 0.00
C 0.89 1.32 1.13
C 0.42 1.36 -0.19
C -0.29 0.35 -0.79
C -1.59 -1.88 0.95
C 0.56 -2.57 0.05
N -0.16 -1.61 0.77
N -1.17 0.41 -1.72
S 1.91 2.63 1.57
H 0.91 2.92 -1.79
H 2.14 4.29 -0.11
H 0.65 0.54 1.90
H -2.19 -2.56 0.39
H -1.78 -2.47 1.86
H -2.21 -1.04 1.27
H 1.74 -2.33 0.20
H 0.42 -3.61 0.48
H 0.25 -2.48 -1.10
H -1.57 1.24 -2.13
H -1.63 -0.49 -1.93

=====

(5)
4 unconnected molecules or ions with the total composition C7H11N2S2 at a distorted geometry. Source: OMol25; level of theory: ωB97M-V/def2-TZVPD.

Properties
- total charge = +1
- LUMO energy (eV) = -5.87
- calculated total energy (Ha) = -1178.7943
- Kohn-Sham gap (eV) = 6.610
- HOMO energy (Eh) = -0.4588
- relative energy (zero: lowest compared OMol25 entry of this formula, charge and spin) (kJ/mol) = 454.3

Positions of all 22 atoms, in Å:
C -0.69 1.42 1.20
C 0.05 2.49 0.71
C -0.46 0.16 0.73
C 1.17 2.29 -0.01
C 0.66 0.08 -0.01
C 1.57 0.97 -0.46
C 1.08 -3.91 -1.09
N 2.51 0.91 -1.47
N 1.95 -4.95 -0.99
S 1.43 -2.39 -0.52
S -0.47 -4.20 -1.88
H -1.47 1.75 1.80
H -0.20 3.57 0.96
H -1.10 -0.62 0.97
H 1.81 3.23 -0.39
H -1.13 -3.38 -1.05
H 3.22 1.56 -1.66
H 2.63 -4.72 -0.30
H 1.59 -5.89 -1.07
H 2.74 -0.03 -1.64
H -3.32 2.37 2.10
H -4.10 2.70 1.77

=====

(6)
A single C7H11N3 molecule at a distorted geometry. Source: OMol25; level of theory: ωB97M-V/def2-TZVPD.

Properties
- total charge = 0
- LUMO energy (spin up / spin down) (eV) = 0.21 / 0.21
- calculated total energy (Ha) = -437.4395
- Kohn-Sham gap (spin up / spin down) (eV) = 7.442 / 7.444
- HOMO energy (spin up / spin down) (Eh) = -0.2657 / -0.2658
- relative energy (zero: lowest compared OMol25 entry of this formula, charge and spin) (kJ/mol) = 323.6

Positions of all 21 atoms, in Å:
C -1.11 0.80 0.19
C 1.68 -0.38 0.68
C 1.37 0.81 0.18
C 0.14 1.54 0.63
C -0.88 -1.60 -0.34
C 2.19 1.43 -0.92
C -0.95 -3.01 -0.07
N -2.24 1.48 0.05
N -3.33 0.87 -0.27
N -1.01 -0.49 0.05
H 2.54 -0.93 0.34
H 0.09 2.55 0.23
H 0.13 1.61 1.73
H 1.13 -0.82 1.49
H 1.98 2.49 -1.02
H 1.97 0.95 -1.88
H 3.25 1.29 -0.72
H 0.04 -3.44 -0.21
H -1.62 -3.48 -0.79
H -1.30 -3.22 0.94
H -4.07 1.57 -0.30

=====

(7)
2 unconnected molecules or ions with the total composition C7H11N3O at a distorted geometry. Source: OMol25; level of theory: ωB97M-V/def2-TZVPD.

Properties
- total charge = 0
- LUMO energy (eV) = 0.52
- calculated total energy (Ha) = -512.6705
- SMILES = [H]/N=C/NOC.CCC#CC#N
- Kohn-Sham gap (eV) = 9.620
- HOMO energy (Eh) = -0.3343
- relative energy (zero: lowest compared OMol25 entry of this formula, charge and spin) (kJ/mol) = 491.5

Positions of all 22 atoms, in Å:
H 2.10 -2.81 -2.77
N 1.86 -2.64 -1.79
C 2.04 -1.41 -1.52
N 1.88 -0.88 -0.25
O 1.08 -1.63 0.61
C 1.88 -2.51 1.37
H 2.43 -0.69 -2.19
H 1.55 0.08 -0.23
H 2.64 -1.96 1.93
H 2.35 -3.25 0.71
H 1.20 -3.01 2.07
C -2.38 3.49 0.63
C -1.82 2.65 -0.52
C -1.67 1.23 -0.15
C -1.56 0.09 0.18
C -1.42 -1.25 0.55
N -1.31 -2.36 0.86
H -2.47 4.54 0.31
H -1.73 3.46 1.50
H -3.33 3.13 0.94
H -0.84 3.03 -0.83
H -2.47 2.71 -1.40

=====

(8)
2 unconnected molecules or ions with the total composition C7H11N4O3P at a distorted geometry. Source: OMol25; level of theory: ωB97M-V/def2-TZVPD.

Properties
- total charge = 0
- LUMO energy (spin up / spin down) (eV) = -1.65 / -1.02
- calculated total energy (Ha) = -1059.2844
- Kohn-Sham gap (spin up / spin down) (eV) = 7.421 / 8.248
- HOMO energy (spin up / spin down) (Eh) = -0.3333 / -0.3407
- relative energy (zero: lowest compared OMol25 entry of this formula, charge and spin) (kJ/mol) = 360.2

Positions of all 26 atoms, in Å:
C -1.66 -1.30 2.61
C -0.92 -0.22 2.87
C -1.27 -2.30 1.68
C 0.17 0.16 2.05
C -0.18 -1.95 0.90
C 0.46 -0.71 1.04
C 1.46 -0.42 -0.06
N -1.45 0.95 -0.57
N -0.63 0.75 -3.09
N 0.92 -0.10 -1.30
N 2.39 1.57 -1.86
O 2.88 1.80 -0.86
O 2.64 1.81 -2.96
O 0.42 2.47 -1.37
P -0.14 1.10 -1.55
H -2.69 -1.49 3.12
H -1.22 0.37 3.63
H -1.72 -3.33 1.37
H 0.81 0.98 2.35
H 0.28 -2.65 0.24
H 2.14 0.45 0.30
H 2.29 -1.26 -0.08
H -2.14 1.76 -0.68
H -1.97 0.05 -0.51
H -0.43 1.60 -3.70
H -0.46 -0.10 -3.56

=====

(9)
2 unconnected molecules or ions with the total composition C7H11N5 at a distorted geometry. Source: OMol25; level of theory: ωB97M-V/def2-TZVPD.

Properties
- total charge = +2
- LUMO energy (eV) = -7.78
- calculated total energy (Ha) = -546.4602
- Kohn-Sham gap (eV) = 9.012
- HOMO energy (Eh) = -0.6170
- relative energy (zero: lowest compared OMol25 entry of this formula, charge and spin) (kJ/mol) = 84.0

Positions of all 23 atoms, in Å:
C -2.56 -0.13 0.92
C -3.07 0.70 -0.07
C -1.19 -0.39 0.92
C -2.21 1.29 -1.05
C -0.40 0.05 -0.11
C 1.24 -1.66 -0.35
C 2.56 1.11 0.27
N -0.90 1.01 -0.96
N 3.39 0.93 -0.53
N 0.93 -0.43 -0.29
N 0.51 -2.65 -0.79
N 2.16 1.32 1.48
H -3.09 -0.45 1.73
H -4.14 0.71 -0.07
H -0.70 -0.93 1.76
H -2.55 1.99 -1.70
H 2.29 -1.98 -0.17
H -0.36 1.47 -1.70
H 3.98 0.90 -1.28
H 0.79 -3.60 -0.66
H -0.48 -2.48 -1.13
H 2.62 2.02 1.95
H 1.19 1.18 1.83

=====

(10)
A gas-phase ion, C7H11N5O2 (charge +2) at a distorted geometry. Source: OMol25; level of theory: ωB97M-V/def2-TZVPD.

Properties
- total charge = +2
- LUMO energy (eV) = -9.71
- calculated total energy (Ha) = -696.9226
- SMILES = CN1C(=O)N(C)C2=[NH+]C=[NH+][C@]2(N)C1=O
- Kohn-Sham gap (eV) = 8.074
- HOMO energy (Eh) = -0.6535
- relative energy (zero: lowest compared OMol25 entry of this formula, charge and spin) (kJ/mol) = 0.0

Positions of all 25 atoms, in Å:
C -2.24 -2.00 -0.24
N -1.20 -1.03 -0.20
C -1.60 0.24 0.16
O -2.67 0.57 0.49
N -0.54 1.35 0.06
C -1.22 2.61 -0.28
C 0.66 1.00 0.05
N 1.82 1.54 -0.44
C 2.77 0.61 -0.58
N 2.45 -0.62 -0.10
C 1.09 -0.67 0.45
N 0.92 -1.13 1.76
C 0.11 -1.39 -0.48
O 0.40 -2.20 -1.29
H -2.93 -1.86 0.66
H -3.01 -1.74 -0.95
H -1.80 -2.99 -0.39
H -1.70 2.33 -1.22
H -1.96 2.91 0.46
H -0.59 3.50 -0.52
H 2.04 2.45 -0.65
H 3.64 0.78 -1.13
H 3.16 -1.34 0.02
H 0.82 -2.18 1.81
H 1.59 -0.72 2.54